1.
Below is C15H17N3O3S in the gas phase in a non-equilibrium geometry, with properties calculated with ωB97M-V/def2-TZVPD.

The geometry in XYZ format:
```
39
Properties=species:S:1:pos:R:3:lowdin_charge:R:1
S -3.954 1.012 -1.571 0.637
O -4.342 1.724 -2.754 -0.302
O -0.691 -0.995 -1.078 0.040
O -4.815 1.086 -0.430 -0.293
N 1.194 -0.012 -0.325 0.079
N 3.252 -0.712 1.152 0.099
N -2.438 1.584 -1.138 -0.223
C 3.167 -1.385 0.012 -0.258
C -2.370 2.100 2.486 -0.061
C -0.510 0.709 1.920 -0.029
C 5.080 -2.087 1.816 -0.064
C -2.743 2.143 1.158 -0.010
C 4.026 -2.436 -0.297 -0.021
C -1.241 1.392 2.871 -0.076
C -0.893 0.714 0.579 -0.071
C 2.100 -0.940 -0.953 -0.110
C -2.018 1.451 0.187 -0.209
C 4.181 -1.056 2.028 -0.134
C -1.512 1.664 -2.243 -0.073
C 4.997 -2.790 0.622 -0.063
C -3.693 -0.729 -1.997 -0.094
C -0.143 -0.176 -0.353 -0.450
H -2.052 2.148 -3.056 0.085
H 0.352 0.129 2.219 0.111
H 1.514 -1.793 -1.310 0.129
H -4.492 -1.291 -1.533 0.063
H 5.821 -2.333 2.559 0.101
H -2.951 2.634 3.222 0.107
H -3.729 -0.816 -3.074 0.064
H 1.616 0.574 0.382 0.122
H 2.579 -0.471 -1.824 0.135
H -1.158 0.688 -2.583 0.082
H -0.659 2.278 -1.955 0.107
H 5.677 -3.603 0.415 0.108
H -0.938 1.366 3.907 0.103
H 3.926 -2.959 -1.236 0.115
H -3.608 2.701 0.844 0.113
H -2.728 -1.042 -1.611 0.034
H 4.198 -0.471 2.938 0.107
```

## Properties
DFT total energy ... -1369.97950 Ha
Gap between HOMO and LUMO ... 9.372 eV

***

2.
Below is C15H17N7O2SeTa as an isolated structure in a non-equilibrium geometry, with properties calculated with ωB97M-V/def2-TZVPD.

The geometry in XYZ format:
```
43
Properties=species:S:1:pos:R:3:lowdin_charge:R:1
Ta 0.167 1.055 -1.355 1.879
Se -2.859 4.615 -2.087 1.129
O 0.449 0.687 -3.150 -0.241
O -0.384 -0.087 -5.134 0.274
N 1.525 1.193 2.847 -0.085
N -1.170 2.367 -1.398 -0.209
N -1.011 -0.756 -1.715 0.003
N 0.518 1.133 0.737 -0.041
N 4.467 1.420 -0.627 0.258
N 2.854 1.162 0.971 0.197
N 2.254 1.310 -1.299 -0.024
C 3.182 1.308 -0.349 -0.403
C 0.208 1.159 3.512 0.030
C -2.452 -2.122 1.398 -0.010
C 2.735 1.335 3.688 0.030
C -2.544 -2.611 -1.327 -0.113
C -2.600 -2.859 -2.700 0.098
C -1.118 -1.053 -3.035 -0.165
C 1.593 1.155 1.537 -0.353
C -1.708 -1.337 0.559 -0.029
C -1.735 -1.549 -0.830 -0.160
C -3.299 -3.412 -0.427 0.031
C -1.878 -2.068 -3.569 0.070
C -1.890 3.340 -1.692 -0.831
C -0.363 -0.168 -3.971 -0.398
C -3.261 -3.171 0.911 -0.006
H 3.259 2.261 3.450 0.118
H -2.422 -1.943 2.466 0.126
H 2.666 1.399 -2.225 0.107
H 3.627 1.134 1.620 0.146
H -1.081 -0.570 0.977 0.055
H -3.215 -3.669 -3.074 0.155
H -0.342 2.083 3.328 0.120
H -0.326 1.318 1.273 0.063
H 3.384 0.464 3.581 0.116
H -3.837 -3.774 1.598 0.135
H 4.790 1.508 -1.580 0.159
H 5.185 1.425 0.084 0.156
H -1.893 -2.208 -4.641 0.154
H -3.905 -4.212 -0.833 0.142
H -0.358 0.290 3.177 0.096
H 2.424 1.385 4.725 0.111
H 0.367 1.062 4.580 0.111
```

## Properties
DFT total energy ... -3573.19585 Ha
Charge ... +3
Gap between HOMO and LUMO ... 7.098 eV

***

3.
Below is C15H17N7ORuS8 as an isolated structure, with properties calculated with ωB97M-V/def2-TZVPD.

The geometry in XYZ format:
```
49
Properties=species:S:1:pos:R:3:lowdin_spin:R:1
Ru -1.341 -0.120 0.917 0.722
S 0.115 0.375 5.570 0.005
S -4.495 0.479 -0.536 0.007
S -1.157 2.870 4.710 -0.002
S -2.504 0.805 -1.002 -0.013
S -4.451 -1.505 -0.016 0.019
S -0.406 -1.031 2.967 0.002
S -1.892 1.802 1.996 0.075
S -3.063 -1.390 1.544 0.143
O -0.050 2.533 7.084 -0.001
N 0.861 4.761 -2.471 0.000
N 2.784 1.635 1.569 0.000
N 0.854 1.074 0.755 0.003
N -0.052 2.218 -1.816 0.000
N 2.605 2.475 0.537 0.001
N 0.751 -3.434 -2.019 0.000
N -0.354 -1.688 -0.460 0.009
C 1.742 0.809 1.692 0.000
C -1.363 -2.633 -0.994 0.004
C 1.338 4.097 -1.429 0.000
C -0.549 2.887 -2.848 0.000
C 1.433 2.106 0.062 0.000
C -0.306 2.036 6.016 0.000
C 1.339 -3.491 -0.682 0.000
C 0.303 -1.027 -1.614 0.001
C 0.929 -2.085 -2.553 0.000
C 0.667 -2.469 0.269 0.000
C -0.093 4.153 -3.175 0.000
C -1.128 1.553 3.547 0.002
C 0.876 2.820 -1.096 0.000
C -0.686 -3.686 -1.902 0.001
C -0.547 0.405 3.943 0.019
H 1.613 0.063 2.464 0.001
H 1.063 -0.357 -1.219 0.000
H 1.999 -1.906 -2.685 0.000
H -0.449 -0.422 -2.115 0.000
H -1.118 -3.669 -2.905 0.000
H 2.104 4.577 -0.834 0.000
H 0.170 -2.960 1.106 0.000
H 1.391 -1.768 0.683 0.000
H -2.108 -2.041 -1.523 0.001
H -0.823 -4.693 -1.503 0.000
H -1.333 2.391 -3.408 0.000
H -0.504 4.693 -4.021 0.000
H -1.861 -3.093 -0.142 0.002
H 3.598 1.706 2.153 0.000
H 0.465 -2.051 -3.541 0.000
H 2.410 -3.295 -0.772 0.000
H 1.222 -4.508 -0.302 0.000
```

## Properties
DFT total energy ... -4320.91854 Ha
Charge ... -1
Gap between HOMO and LUMO (spin up / spin down) ... 6.342 / 6.117 eV
Multiplicity ... 2

***

4.
Below is C15H17NO4 in the gas phase, with properties calculated with ωB97M-V/def2-TZVPD.

The geometry in XYZ format:
```
37
Properties=species:S:1:pos:R:3:lowdin_charge:R:1
O 2.940 -1.925 -1.037 0.129
O 1.421 0.048 -0.061 0.037
O 0.867 1.998 -1.031 0.112
O -6.088 1.116 -0.351 0.076
N -4.822 -0.727 0.107 0.115
C 5.606 -0.255 0.432 -0.190
C -3.515 -0.274 -0.056 -0.212
C 3.510 -0.902 -0.766 -0.340
C 2.801 0.336 -0.234 -0.232
C -6.002 -0.047 -0.042 -0.509
C -2.479 -1.182 0.178 -0.015
C -1.163 -0.802 0.036 -0.002
C -3.207 1.030 -0.444 0.007
C -1.889 1.406 -0.591 0.006
C 0.540 0.948 -0.528 -0.427
C 4.923 1.014 0.928 -0.195
C -7.203 -0.930 0.228 -0.001
C 5.001 -0.706 -0.901 -0.107
C -0.856 0.502 -0.349 -0.128
C 3.427 0.779 1.095 -0.114
H 5.088 1.824 0.215 0.120
H 5.351 1.315 1.885 0.113
H -0.367 -1.507 0.210 0.122
H 2.927 1.690 1.430 0.127
H -2.717 -2.196 0.472 0.111
H -4.003 1.732 -0.627 0.101
H 2.897 1.147 -0.972 0.163
H 3.245 -0.001 1.839 0.132
H -7.165 -1.317 1.245 0.083
H -8.109 -0.345 0.102 0.084
H 5.179 0.060 -1.659 0.129
H 6.676 -0.082 0.303 0.112
H 5.453 -1.641 -1.237 0.122
H 5.481 -1.050 1.169 0.121
H -4.894 -1.700 0.375 0.141
H -7.218 -1.767 -0.467 0.084
H -1.636 2.410 -0.895 0.123
```

## Properties
DFT total energy ... -937.56037 Ha
Gap between HOMO and LUMO ... 9.352 eV

***

5.
Below is a 3-piece molecular cluster, C15H18BF16NO5 overall in a non-equilibrium geometry, with properties calculated with ωB97M-V/def2-TZVPD.

The geometry in XYZ format:
```
56
Properties=species:S:1:pos:R:3:lowdin_charge:R:1
F 2.908 -3.305 -2.670 0.092
F 7.440 -4.901 -0.636 0.089
F -5.593 2.520 1.961 0.119
F -5.048 1.214 5.509 0.119
F 5.847 -4.641 -2.084 0.083
F -7.303 1.194 1.755 0.103
F 8.934 -2.901 -1.847 0.099
F -4.855 -0.067 1.415 0.075
F 4.559 -2.788 -1.343 0.085
F 4.229 -1.824 -4.753 0.138
F -5.101 3.095 6.580 0.138
F 5.246 -3.619 -4.096 0.115
F 7.040 -2.214 -1.031 0.122
F -2.569 2.415 5.395 0.094
F -4.287 0.402 3.455 0.082
F -3.497 2.642 3.436 0.078
O -2.916 2.885 -2.633 -0.059
O -6.080 3.001 4.583 0.034
O 1.526 1.403 -0.479 -0.054
O 6.033 -1.593 -3.469 0.035
O 1.736 -0.899 -1.566 0.017
N -1.260 0.907 -2.469 0.036
C 7.261 -2.327 -3.378 -0.054
C -6.236 1.485 2.565 -0.429
C -6.810 1.970 3.907 -0.051
C -5.356 0.245 2.643 -0.282
C -2.364 1.833 -2.012 -0.271
C -0.753 0.039 -1.339 -0.211
C -3.612 2.996 4.741 -0.259
C 1.022 2.686 -0.991 -0.100
C -1.534 0.325 0.112 -0.111
C 7.576 -2.977 -2.021 -0.431
C 3.920 -2.413 -2.480 -0.281
C 4.865 -2.385 -3.689 -0.468
C -2.746 1.306 -0.476 -0.092
C 7.169 -4.438 -1.888 -0.289
C -4.955 2.554 5.339 -0.475
B 0.867 0.244 -1.113 -0.365
H 1.738 3.605 -0.739 0.118
H -3.045 2.194 0.239 0.127
H -0.023 2.928 -0.470 0.109
H -1.322 0.493 -3.424 0.148
H 8.037 -1.570 -3.546 0.151
H -7.778 2.434 3.678 0.153
H -5.926 -0.623 2.993 0.177
H 7.720 -5.068 -2.595 0.175
H 0.823 2.719 -2.144 0.108
H -2.030 -0.613 0.637 0.125
H -7.058 1.139 4.578 0.146
H 3.480 -1.431 -2.306 0.139
H -3.609 0.524 -0.738 0.131
H -0.757 0.902 0.801 0.122
H 7.379 -3.027 -4.213 0.145
H 1.497 -1.634 -0.921 0.128
H -3.494 4.078 4.804 0.176
H -0.938 -1.118 -1.568 0.154
```

## Properties
DFT total energy ... -2635.96815 Ha
Gap between HOMO and LUMO ... 9.853 eV